1.
The following is a quantum chemistry calculation of 2 unconnected molecules or ions with the total composition C22H37N5O6P2S, from the Open Molecules 2025 dataset.

Results
frontier orbital gap = 7.558 eV
LUMO level = -0.628 eV

Element x y z (Å)
1 C -5.5271 -1.0418 -2.5146
2 O -4.6693 -0.2817 -3.3306
3 C -3.8570 -1.0144 -4.2336
4 C -2.3813 -1.0647 -3.8352
5 C -1.9665 -2.2938 -3.0137
6 C -2.1155 -2.1780 -1.4903
7 C -1.1368 -1.2003 -0.8812
8 C 0.2397 -1.5674 -0.6565
9 P 0.6618 -3.3015 -1.1729
10 N 1.7598 -2.9061 -2.4177
11 O 1.5762 -3.8068 0.1204
12 C 1.1491 -0.6679 -0.1232
13 C 2.6092 -0.9109 0.1922
14 C 2.9487 -0.8076 1.7038
15 C 3.3811 -2.1261 2.3654
16 C 2.2291 -2.8593 3.0452
17 O 2.1700 -2.4604 4.4100
18 C 0.6926 0.6455 0.1537
19 N 1.5801 1.5640 0.6127
20 C 1.1870 2.7911 0.8470
21 C 2.2250 3.7808 1.3067
22 C 2.5181 4.9166 0.3012
23 C 3.8894 4.8120 -0.3548
24 S 4.1334 3.3316 -1.3795
25 C -0.1939 3.1377 0.6583
26 P -0.9121 4.7928 0.8709
27 O -0.6852 5.6561 -0.2962
28 O -2.4124 4.4744 1.2832
29 O -0.3577 5.3847 2.2433
30 N -1.0751 2.2628 0.2260
31 C -0.6520 1.0045 -0.0544
32 C -1.5774 0.0575 -0.5604
33 N -2.8976 0.4646 -0.7778
34 H -6.5140 -1.1598 -2.9774
35 H -5.1159 -2.0335 -2.3007
36 H -5.6605 -0.5089 -1.5711
37 H -3.9526 -0.5274 -5.2078
38 H -4.2488 -2.0344 -4.3393
39 H -2.1239 -0.1435 -3.3048
40 H -1.8019 -1.0765 -4.7631
41 H -0.9119 -2.5015 -3.2132
42 H -2.5397 -3.1564 -3.3666
43 H -3.1417 -1.9115 -1.2272
44 H -1.9392 -3.1673 -1.0610
45 H 2.5046 -2.2553 -2.2052
46 H 2.1262 -3.7340 -2.8724
47 H 2.5019 -3.9457 -0.1024
48 H 3.1944 -0.1606 -0.3470
49 H 2.9321 -1.8790 -0.1703
50 H 3.6997 -0.0319 1.8549
51 H 2.0481 -0.4649 2.2212
52 H 3.8608 -2.7870 1.6369
53 H 4.1305 -1.9120 3.1310
54 H 1.2948 -2.6043 2.5275
55 H 2.3369 -3.9461 2.9721
56 H 1.6464 -3.1096 4.8923
57 H 1.9339 4.1945 2.2735
58 H 3.1359 3.1991 1.4665
59 H 1.7472 4.9644 -0.4710
60 H 2.5027 5.8756 0.8280
61 H 4.0940 5.6970 -0.9544
62 H 4.6541 4.7224 0.4214
63 H 2.9466 3.3658 -1.9983
64 H -2.7957 3.8388 0.6609
65 H 0.0709 6.2324 2.0588
66 H -3.0444 1.4155 -0.4750
67 H -3.5871 -0.1511 -0.3721
68 C -1.6296 -2.4445 3.6108
69 C -1.0224 -3.5537 4.3316
70 N -0.5144 -4.4166 4.8915
71 H -0.9192 -2.0361 2.8926
72 H -2.5154 -2.7832 3.0763
73 H -1.9165 -1.6574 4.3056

Forces on atoms 1 to 3 (eV/Å):
C 0.0136 0.0357 -0.0747
O 0.0326 0.0001 0.1145
C -0.0765 0.0079 -0.0306

Mulliken population analysis, charges in e, atoms 1 to 5: C -0.67; O -0.36; C -0.62; C -0.58; C -0.40


2.
The following is a quantum chemistry calculation of 2 unconnected molecules or ions with the total composition C5H15NO, from the Open Molecules 2025 dataset.

Results
frontier orbital gap = 10.049 eV
LUMO level = 0.975 eV
relative energy (zero: lowest compared OMol25 entry of this formula, charge and spin) = 0.6430 eV

Element x y z (Å)
1 C -0.6921 -1.6444 1.8962
2 C -0.8494 -1.0018 0.5159
3 C 0.3293 -0.1131 0.1633
4 C 1.6570 -0.8964 0.0694
5 N 0.0176 0.6651 -1.0263
6 C 1.0422 1.5906 -1.4922
7 H -0.2137 -2.6191 1.8239
8 H -1.6254 -1.8031 2.4156
9 H -0.0807 -1.0392 2.5640
10 H -1.0175 -1.7628 -0.2503
11 H -1.7513 -0.3813 0.5140
12 H 0.4267 0.5756 1.0040
13 H 2.4935 -0.2714 0.3624
14 H 1.6623 -1.7519 0.7448
15 H 1.8331 -1.2280 -0.9551
16 H -0.2696 0.0351 -1.7632
17 H 0.6444 2.6074 -1.5456
18 H 1.4991 1.2980 -2.4297
19 H 1.8383 1.6632 -0.7488
20 O -2.4688 2.3361 -0.4249
21 H -1.5335 2.0587 -0.4920
22 H -2.9414 1.6828 -0.9454

Forces on atoms 1 to 3 (eV/Å):
C 0.3155 -0.3141 -0.0988
C -0.5174 0.1499 0.2816
C 0.4098 -0.2872 0.1533

natural (NBO) population analysis, charges in e, atoms 1 to 5: C -0.61; C -0.41; C -0.04; C -0.64; N -0.66


3.
The following is a quantum chemistry calculation of F2HPS in the gas phase, from the Open Molecules 2025 dataset.

Results
frontier orbital gap (spin up / spin down) = 5.519 / 6.826 eV
LUMO level (spin up / spin down) = 0.565 / -4.399 eV
relative energy (zero: lowest compared OMol25 entry of this formula, charge and spin) = 1.3832 eV
2S+1 = 3

Element x y z (Å)
1 F -1.5563 0.3258 -1.2939
2 F -1.4101 -1.4666 0.2512
3 P -0.4338 -0.7094 -0.7819
4 S 0.3932 -1.7945 -2.1189
5 H 0.1591 0.1400 0.1474

Forces on atoms 1 to 3 (eV/Å):
F -0.9396 -0.8930 -0.1362
F -1.0048 -0.0941 -0.8249
P -0.6217 3.3519 3.9471

How is the electron density shared among the atoms? According to natural (NBO), the charges in e are: F -0.59; F -0.59; P 1.12; S 0.06; H 0.00


4.
The following is a quantum chemistry calculation of 11 unconnected molecules or ions with the total composition C6H36N2O10, from the Open Molecules 2025 dataset.

Results
frontier orbital gap = 9.102 eV
LUMO level = 0.287 eV
relative energy (zero: lowest compared OMol25 entry of this formula, charge and spin) = 5.8755 eV

Element x y z (Å)
1 C -0.2409 -4.1784 0.9981
2 N 0.6433 -3.0050 0.9205
3 C 1.9218 -3.3041 1.5600
4 C 0.9028 -2.5206 -0.4016
5 C 1.2396 -0.9882 -0.5130
6 C 2.5387 -0.6881 -0.9795
7 C 2.9854 0.6756 -1.4083
8 N 2.2413 1.2384 -2.5884
9 H -1.1570 -3.8117 0.6457
10 H -0.2089 -4.7645 2.0003
11 H -0.0582 -4.8727 0.1506
12 H 2.5104 -2.5206 1.3469
13 H 1.8830 -3.5058 2.6794
14 H 2.4623 -4.1887 1.1511
15 H -0.1627 -2.5117 -0.7960
16 H 1.5501 -3.1369 -1.0779
17 H 0.4606 -0.4760 -1.1091
18 H 1.0901 -0.5575 0.5080
19 H 3.3366 -1.3172 -0.4582
20 H 2.6800 -1.2191 -1.9600
21 H 3.2209 1.5096 -0.6171
22 H 4.0825 0.4143 -1.5554
23 H 1.4136 1.5595 -2.1996
24 H 1.9329 0.4903 -3.0624
25 O -3.6619 1.8390 0.4706
26 H -3.9925 2.6290 -0.1065
27 H -3.5273 2.1080 1.3802
28 O -4.1597 -1.6229 -0.6399
29 H -5.0527 -1.2855 -0.5736
30 H -3.7417 -1.5459 0.2017
31 O 4.0796 0.8515 1.6245
32 H 4.1800 0.8842 2.5650
33 H 3.4174 0.1630 1.5176
34 O -1.5651 1.8727 2.9109
35 H -1.7514 1.0074 3.1395
36 H -0.5904 1.9452 2.6469
37 O 0.8147 1.9791 0.9920
38 H 1.1789 2.6873 0.6571
39 H 0.0788 1.8378 0.4341
40 O -2.6532 4.2107 -0.6362
41 H -2.4233 3.2824 -0.9573
42 H -1.8109 4.5838 -0.5193
43 O -2.1597 -1.3167 2.3411
44 H -1.6839 -1.3072 3.1272
45 H -1.5118 -1.3254 1.7114
46 O -1.8742 -0.0191 -3.1243
47 H -1.6910 0.1210 -4.1631
48 H -2.8707 -0.0696 -3.2226
49 O 0.0106 4.1231 -0.9332
50 H 0.2478 4.7570 -0.3416
51 H 0.5731 4.3159 -1.6602
52 O -1.3450 1.8760 -0.8186
53 H -2.0836 2.0567 -0.0940
54 H -1.6987 1.0403 -1.1633

Forces on atoms 1 to 3 (eV/Å):
C 1.2266 -0.8469 -0.4636
N 1.5601 -1.2769 2.0865
C -1.4273 -3.0038 1.6364

natural (NBO) population analysis, charges in e, atoms 1 to 5: C -0.42; N -0.45; C -0.41; C -0.23; C -0.42


5.
The following is a quantum chemistry calculation of C3H5IO in the gas phase, from the Open Molecules 2025 dataset.

Results
frontier orbital gap = 9.711 eV
LUMO level = 0.356 eV
relative energy (zero: lowest compared OMol25 entry of this formula, charge and spin) = 0.2867 eV

Element x y z (Å)
1 C 0.6586 1.0457 -0.5926
2 C -0.3139 -0.0652 -0.4911
3 O -1.1659 -0.2334 -1.3869
4 C -0.2570 -0.8603 0.8562
5 I -1.8446 -2.3067 0.8011
6 H 0.4498 1.9945 0.0750
7 H 0.6927 1.3293 -1.7343
8 H 1.5991 0.7652 -0.2919
9 H -0.4846 -0.3714 1.8890
10 H 0.6658 -1.2978 0.8755

Forces on atoms 1 to 3 (eV/Å):
C -1.3710 3.0259 -2.1763
C -3.1520 0.5574 -0.5215
O 2.4821 -0.1031 2.6147

natural (NBO) population analysis, charges in e, atoms 1 to 5: C -0.72; C 0.55; O -0.51; C -0.63; I 0.10


6.
The following is a quantum chemistry calculation of a molecular structure, C68H61GeN4O5P2S2ScSe, from the Open Molecules 2025 dataset.

Results
frontier orbital gap = 7.066 eV
LUMO level = -5.224 eV
charge = +2

Element x y z (Å)
1 Sc 0.1879 0.1209 0.4047
2 N 0.6279 2.2010 1.8256
3 C 0.7306 3.5224 1.2200
4 C 0.8445 4.6260 2.0596
5 C 0.9498 5.9054 1.5426
6 C 0.9261 6.0879 0.1652
7 C 0.8191 4.9880 -0.6702
8 C 0.7382 3.6860 -0.1671
9 P 0.6729 2.2283 -1.3034
10 C -0.7440 2.6042 -2.3926
11 C -0.8199 1.9267 -3.6124
12 C -1.9022 2.1235 -4.4587
13 C -2.9196 3.0002 -4.0939
14 C -2.8509 3.6752 -2.8845
15 C -1.7722 3.4721 -2.0300
16 C 2.1127 2.4413 -2.4188
17 C 3.1862 1.5607 -2.3053
18 C 4.3646 1.7724 -3.0130
19 C 4.4670 2.8466 -3.8788
20 C 3.3665 3.6778 -4.0784
21 C 2.1982 3.4750 -3.3599
22 H -0.3173 2.0978 2.1746
23 H 1.2387 2.1583 2.6301
24 H 0.8497 4.4748 3.1366
25 H 1.0377 6.7562 2.2103
26 H 0.9935 7.0849 -0.2601
27 H 0.7965 5.1537 -1.7380
28 H -0.0101 1.2675 -3.9093
29 H -1.9467 1.6044 -5.4109
30 H -3.7623 3.1616 -4.7589
31 H -3.6393 4.3646 -2.5986
32 H -1.7277 4.0016 -1.0856
33 H 3.0971 0.6847 -1.6733
34 H 5.1956 1.0812 -2.8993
35 H 5.3877 3.0241 -4.4237
36 H 3.4166 4.4814 -4.8057
37 H 1.3375 4.0990 -3.5708
38 S 0.9777 -7.1176 1.4533
39 C -0.5478 -7.8241 1.7268
40 C -1.5427 -6.8977 1.7087
41 C -1.0494 -5.5863 1.4667
42 C 0.3041 -5.5400 1.3022
43 C 1.1411 -4.3569 1.0571
44 C 0.5555 -3.0836 1.0043
45 N 1.2237 -1.9656 0.8072
46 C 2.5679 -2.0275 0.7060
47 C 3.2498 -3.2413 0.7065
48 C 4.6821 -3.2509 0.5724
49 C 5.3704 -2.0998 0.4952
50 C 4.6914 -0.8322 0.5452
51 C 5.3804 0.3856 0.5044
52 C 4.6936 1.5737 0.5744
53 C 3.2991 1.4838 0.7070
54 N 2.6045 0.3631 0.7344
55 C 3.2981 -0.7998 0.6431
56 C 5.3160 2.8996 0.4568
57 C 4.6939 4.1168 0.4062
58 C 5.5932 5.1978 0.1927
59 C 6.8831 4.7795 0.0832
60 S 7.0121 3.0867 0.2312
61 C 2.5030 -4.4125 0.8625
62 H -0.6284 -8.8930 1.8872
63 H -2.5900 -7.1396 1.8577
64 H -1.6912 -4.7122 1.4162
65 H -0.5139 -2.9789 1.1245
66 H 5.1929 -4.2070 0.5534
67 H 6.4538 -2.1059 0.4140
68 H 6.4643 0.3773 0.4193
69 H 2.7419 2.3978 0.8111
70 H 3.6179 4.2534 0.5038
71 H 5.2932 6.2400 0.1303
72 H 7.7722 5.3787 -0.0707
73 H 3.0161 -5.3692 0.8512
74 O -1.7050 -0.3672 -0.5894
75 C -2.1745 0.7431 -0.2063
76 O -1.3976 1.5141 0.4550
77 C -3.5717 1.1205 -0.5149
78 C -4.2047 2.1172 0.2248
79 C -5.4827 2.5184 -0.1211
80 C -6.0887 1.9161 -1.2097
81 C -5.4887 0.9132 -1.9389
82 C -4.2164 0.5070 -1.5778
83 N -7.4422 2.3853 -1.6276
84 O -7.9647 1.8153 -2.5675
85 O -7.9282 3.3130 -1.0061
86 H -3.6910 2.5719 1.0623
87 H -6.0094 3.2864 0.4259
88 H -6.0166 0.4710 -2.7721
89 H -3.7083 -0.2721 -2.1364
90 C 2.8283 -0.6610 -5.7091
91 Ge 1.8121 -2.2788 -5.3766
92 C 2.8610 -3.6710 -4.5084
93 C 1.0061 -2.9520 -7.0112
94 C 0.2992 -1.7982 -4.1828
95 Se 0.5915 -1.9091 -2.2382
96 C -0.8706 -3.1618 -1.9398
97 H 3.8141 -0.8852 -6.1287
98 H 2.9616 -0.1139 -4.7813
99 H 2.2904 -0.0200 -6.4160
100 H 3.7932 -3.8334 -5.0585
101 H 2.2982 -4.6096 -4.5062
102 H 3.0999 -3.4019 -3.4771
103 H 1.7861 -3.2495 -7.7154
104 H 0.3888 -2.1855 -7.4875
105 H 0.3832 -3.8255 -6.7993
106 H -0.4803 -2.5432 -4.3512
107 H -0.1283 -0.8271 -4.4236
108 H -0.6326 -4.0854 -2.4546
109 H -1.7865 -2.7233 -2.3288
110 H -0.9836 -3.3560 -0.8763
111 O -0.6822 -0.4461 2.2160
112 P -1.6372 -0.9241 3.3048
113 C -2.7538 -2.1978 2.7259
114 C -3.2137 -3.1791 3.6080
115 C -4.1913 -4.0767 3.1932
116 C -4.7092 -3.9944 1.9068
117 C -4.2410 -3.0286 1.0214
118 C -3.2646 -2.1285 1.4257
119 C -2.6686 0.4319 3.8416
120 C -2.0374 1.5971 4.2956
121 C -2.7947 2.6869 4.6921
122 C -4.1857 2.6145 4.6471
123 C -4.8155 1.4564 4.2145
124 C -4.0604 0.3599 3.8104
125 C -0.7385 -1.5308 4.7163
126 C -1.2132 -1.3287 6.0128
127 C -0.5173 -1.8633 7.0890
128 C 0.6444 -2.5935 6.8720
129 C 1.1228 -2.7906 5.5802
130 C 0.4347 -2.2605 4.4999
131 H -2.8161 -3.2378 4.6165
132 H -4.5508 -4.8362 3.8785
133 H -5.4814 -4.6880 1.5897
134 H -4.6458 -2.9706 0.0172
135 H -2.9104 -1.3728 0.7373
136 H -0.9534 1.6296 4.3695
137 H -2.3091 3.5879 5.0490
138 H -4.7799 3.4651 4.9640
139 H -5.8973 1.4027 4.1925
140 H -4.5551 -0.5416 3.4644
141 H -2.1194 -0.7557 6.1827
142 H -0.8811 -1.7072 8.0979
143 H 1.1832 -3.0100 7.7160
144 H 2.0309 -3.3591 5.4175
145 H 0.8066 -2.4018 3.4911

Forces on atoms 1 to 3 (eV/Å):
Sc 0.7016 0.2000 0.8107
N -0.1861 -0.0630 -0.5352
C 0.0280 -0.1124 0.0830

Mulliken population analysis, charges in e, atoms 1 to 5: Sc -0.28; N 0.16; C -0.38; C -0.38; C -1.10